Density functional theory data (ωB97M-V with the def2-TZVPD basis set) for a structure of composition C58H43MnO2P2S2 at a distorted geometry.

Values from the calculation:
relative energy (zero: lowest compared OMol25 entry of this formula, charge and spin): 198.4 kJ/mol
HOMO level (alpha / beta): -12.6 / -12.6 eV
HOMO-LUMO gap (alpha / beta): 5.7 / 5.7 eV
LUMO energy (alpha / beta): -6.860 / -6.860 eV
F_max: 3.31 eV/Å
total charge: +2

Structure (XYZ):
```
108
Properties=species:S:1:pos:R:3:forces:R:3
Mn 0.502447 0.888281 1.761261 -0.4134 -2.3474 1.1392
O 1.803247 3.421581 1.703161 0.9990 0.7538 0.9274
S 0.628247 2.892881 1.025561 -0.4842 1.6758 -1.4579
C -0.769053 3.975381 1.293761 0.2773 -0.3718 0.2504
C -0.556353 5.237181 1.803161 0.3497 -0.3373 -0.0792
C -1.574153 6.201481 1.854661 -0.3360 0.0483 -0.0946
C -2.803553 5.873681 1.340761 0.3234 -0.1458 -0.0025
C -4.062053 6.663181 1.171961 -0.1503 0.2946 0.0869
C -5.061853 5.694981 0.495761 -0.3144 0.2157 -0.0919
C -4.334753 4.394481 0.386761 0.1698 -0.3785 -0.0352
C -4.714253 3.162381 -0.089239 -0.0826 0.3751 0.1010
C -3.794653 2.110781 -0.017439 0.4549 0.0391 0.0344
C -2.502253 2.264881 0.467061 0.1733 -0.1913 -0.2193
P -1.580253 0.752881 0.883761 -0.7073 -0.0351 -0.3597
C -2.523053 0.181281 2.335061 0.5030 0.0094 -0.0340
C -3.853653 -0.222219 2.298561 0.1075 -0.0446 0.0451
C -4.498453 -0.569519 3.473961 -0.0288 -0.0014 -0.1090
C -3.829553 -0.504419 4.685361 0.0953 0.0080 -0.0045
C -2.506953 -0.089219 4.730661 0.0529 0.0395 0.2316
C -1.857553 0.255781 3.561761 0.5193 0.1886 -0.4404
C -1.873053 -0.356719 -0.515339 0.1994 0.0993 0.0692
C -1.427653 0.086681 -1.760039 -0.0609 0.1158 0.2339
C -1.540953 -0.734419 -2.863239 0.0204 -0.0617 -0.1029
C -2.113053 -1.990719 -2.734739 0.0207 -0.0626 0.0302
C -2.548753 -2.436019 -1.496939 0.0150 -0.1829 -0.0735
C -2.406753 -1.633819 -0.377739 0.0164 0.2802 0.0508
C -2.053553 3.549981 0.876061 -0.4838 0.0475 -0.0739
C -3.024853 4.566281 0.865261 0.2249 -0.2103 0.0145
C 0.858347 3.094481 -0.763339 -0.4105 -0.3087 0.6389
C 0.382147 4.232481 -1.374339 -0.0720 0.0381 0.1563
C 0.493647 4.464681 -2.751639 0.1447 -0.1193 -0.1899
C 1.074847 3.496681 -3.524439 -0.0752 0.0672 0.3704
C 1.328047 3.425881 -4.993839 -0.0262 0.1518 -0.2893
C 2.054047 2.079381 -5.210839 0.0421 -0.0097 -0.3458
C 2.175147 1.479981 -3.846439 0.0276 -0.1780 0.3544
C 2.763947 0.319481 -3.412939 -0.0763 0.1501 -0.2602
C 2.774947 0.063781 -2.039239 -0.1989 0.2279 0.2524
C 2.176147 0.889781 -1.095439 0.1563 -0.3247 0.1483
P 2.505847 0.512181 0.657261 -0.3476 -1.1109 -1.5135
C 2.038547 -1.277519 0.966461 0.1743 -0.8321 -0.2803
C 2.632547 -1.793719 2.226661 0.5495 -0.3462 0.3594
C 2.316047 -2.954619 2.812461 0.3474 0.1421 -0.1097
C 1.519047 -4.025819 2.192561 0.2670 0.0332 0.4934
C 1.291747 -3.760719 0.045761 -0.1338 -0.2091 -0.1395
C 1.344147 -2.227619 -0.027539 0.1799 0.9065 -1.1526
C 4.319847 0.586081 0.654661 -0.2262 0.2818 0.6488
C 5.093947 -0.563319 0.527061 -0.2292 0.0707 0.0223
C 6.467447 -0.444619 0.422861 0.0830 -0.0561 -0.0488
C 7.063147 0.806381 0.452061 -0.0205 -0.0121 -0.0053
C 6.289647 1.947181 0.596161 0.0390 0.0532 -0.0226
C 4.914847 1.843981 0.702361 -0.1061 -0.0221 0.0501
C 1.525247 2.089181 -1.515339 0.1677 -0.3340 -0.2710
C 1.577847 2.337381 -2.903839 0.0257 -0.0415 0.2151
H 0.437347 5.484181 2.148861 0.1279 0.0457 -0.0287
H -1.364753 7.181181 2.254661 0.0245 0.0828 0.0579
H -3.880653 7.554281 0.569261 -0.0497 0.0138 0.0439
H -4.428953 7.000981 2.142161 -0.0054 0.0573 -0.0170
H -5.345253 6.047481 -0.497539 -0.0478 0.0146 0.0189
H -5.984053 5.590381 1.068461 0.0001 0.0108 -0.0207
H -5.706553 2.986081 -0.473939 -0.0974 -0.0217 -0.0760
H -4.107553 1.129881 -0.349339 -0.0399 -0.0437 -0.0335
H -4.383353 -0.273419 1.359561 -0.0795 -0.0172 -0.0561
H -5.526953 -0.891719 3.441161 -0.1246 -0.0310 0.0073
H -4.337853 -0.777119 5.597661 -0.0295 -0.0173 0.0699
H -1.990853 -0.038219 5.676261 0.0643 0.0288 0.0962
H -0.788953 0.584181 3.600961 -0.7107 -0.2554 0.1385
H -1.000253 1.077381 -1.855839 0.0001 0.0510 -0.0537
H -1.190253 -0.397719 -3.826039 0.0261 0.0628 -0.1240
H -2.213853 -2.624519 -3.600539 -0.0398 -0.1003 -0.1035
H -3.002153 -3.410319 -1.405239 0.0014 -0.1478 0.0203
H -2.726153 -1.979019 0.594161 -0.1075 -0.0984 0.0830
H -0.099153 4.988981 -0.774239 -0.0859 0.0434 0.0593
H 0.127447 5.384881 -3.175939 -0.0936 0.1299 -0.0261
H 1.939147 4.269681 -5.314439 0.0064 0.0216 -0.0308
H 0.393247 3.490981 -5.551839 0.0075 -0.0203 -0.0273
H 3.037647 2.224181 -5.660939 -0.0243 -0.0496 -0.0062
H 1.496047 1.418381 -5.876039 0.0292 0.0078 -0.0225
H 3.243147 -0.363119 -4.098339 0.0526 -0.0729 -0.0414
H 3.304547 -0.812019 -1.689739 0.0833 -0.0852 0.0170
H 3.213247 -1.063119 2.780961 0.0491 -0.1103 0.0555
H 2.710247 -3.164519 3.796861 0.0379 0.0891 0.0764
H 1.236547 -4.776919 2.928461 -0.0726 0.0959 -0.0545
H 0.975247 -4.196119 -0.898539 -0.1051 0.0200 0.0001
H 1.224347 -1.800119 -1.018539 0.0894 0.0043 -0.0907
H 4.627947 -1.538919 0.510961 0.0258 -0.1008 -0.0044
H 7.075047 -1.330619 0.320361 0.0515 -0.0763 -0.0100
H 8.134347 0.890981 0.365361 0.1302 0.0099 0.0116
H 6.759647 2.917281 0.632461 0.0378 0.1017 -0.0020
H 4.302247 2.727881 0.825461 -0.0022 0.0725 0.0162
C -0.960153 -8.675019 -2.363139 -0.2453 -0.0443 -0.3795
C -0.510453 -7.558419 -1.496039 0.5659 -0.1065 0.8974
O -0.645153 -6.384019 -1.686739 -0.2374 0.3174 -0.5001
S 0.314647 -8.134619 0.015761 -0.0139 0.0163 -0.0098
C 0.568347 -6.502919 0.709361 0.6945 -0.7201 -0.5086
C 1.822747 -6.024319 0.670761 -0.4810 -0.2139 0.0280
C 2.210047 -4.608319 0.928561 0.2337 0.3291 0.1040
C 0.295647 -3.629519 1.233761 -0.0580 -0.2579 -0.1154
C -0.829453 -4.561319 1.369061 -0.2965 -0.5393 -0.0412
C -0.667453 -5.866019 1.118661 -0.4712 0.8612 0.3427
C 0.202247 -2.162519 0.986961 1.4785 0.2233 0.3037
C 0.603547 -1.009019 1.653661 -1.7648 2.6954 0.7731
H -0.801853 -8.409919 -3.408039 0.0019 -0.0139 0.0191
H -2.032553 -8.818019 -2.211239 0.0365 -0.0436 0.0102
H -0.437453 -9.593719 -2.121439 -0.0035 -0.1414 -0.0103
H 2.610647 -6.683119 0.339961 0.0397 -0.0876 -0.1775
H 3.286247 -4.455519 0.856961 -0.0705 -0.0109 0.0759
H -1.778353 -4.162919 1.690161 -0.2023 -0.0558 0.0588
H -1.515253 -6.530519 1.209261 -0.0785 0.0391 0.0698
```
Positions in Å, forces in eV/Å.